(1)
This record from OMol25 describes C47H50N6NaO2P2S4SbSe4 as an isolated structure. The level of theory is ωB97M-V/def2-TZVPD.

Each line ends with the Löwdin charge.
Atoms and positions in Å:
1 Na -0.2856 -1.8803 0.6336  0.0413
2 C 6.4255 -0.2594 2.2041  -0.4470
3 S 5.1984 0.8475 2.9431  0.8152
4 C 3.6545 0.1010 2.5360  -1.0427
5 S 3.6139 -0.7022 0.9954  0.4006
6 N 2.7143 0.3072 3.3851  -0.0692
7 N 1.4494 -0.0152 2.8939  -0.0158
8 C 0.5760 -0.0387 3.8216  -0.1363
9 C -0.8626 -0.1844 3.5489  -0.2966
10 C -1.7306 0.1319 4.5900  -0.0468
11 C -3.0920 0.0346 4.3879  -0.0746
12 C -3.5359 -0.3846 3.1488  -0.0635
13 C -2.5989 -0.6752 2.1672  -0.1583
14 N -1.2848 -0.5642 2.3403  0.1068
15 H 7.3761 0.0805 2.6126  0.0245
16 H 6.2387 -1.2906 2.5018  -0.0746
17 H 6.4475 -0.1986 1.1209  0.0083
18 H 0.8663 0.1280 4.8617  0.1186
19 H -1.3252 0.4313 5.5473  0.1089
20 H -3.7890 0.2641 5.1844  0.1050
21 H -4.5886 -0.4970 2.9326  0.1026
22 H -2.9225 -1.0033 1.1852  0.0965
23 C -3.0408 5.7102 -2.7653  -0.4223
24 S -2.9296 6.2847 -1.0600  0.7871
25 C -2.0271 4.8881 -0.3418  -0.5154
26 C -2.8390 3.6117 -0.2180  -0.2287
27 C -2.0275 2.4331 0.3079  -0.3026
28 N -0.9610 2.0073 -0.6094  -0.4303
29 P -1.2748 0.2732 -1.0331  1.0909
30 C -2.7091 0.6370 -2.1323  -0.3376
31 C -3.8781 -0.0937 -1.9588  -0.0904
32 C -5.0096 0.1835 -2.7114  -0.0835
33 C -4.9790 1.1850 -3.6706  -0.1021
34 C -3.8125 1.9126 -3.8633  -0.1014
35 C -2.6935 1.6473 -3.0894  -0.1215
36 C 0.0908 -0.0445 -2.2215  -0.3543
37 C 1.2947 -0.4463 -1.6536  -0.1730
38 C 2.3709 -0.8404 -2.4366  -0.0589
39 C 2.2483 -0.8260 -3.8144  -0.0726
40 C 1.0482 -0.4359 -4.3968  -0.0871
41 C -0.0273 -0.0629 -3.6087  -0.0893
42 P 0.6874 2.1538 -0.0508  1.0712
43 C 1.4705 3.0070 -1.4672  -0.3673
44 C 0.7676 3.6697 -2.4659  -0.1077
45 C 1.4393 4.2778 -3.5156  -0.0890
46 C 2.8239 4.2267 -3.5755  -0.1012
47 C 3.5327 3.5574 -2.5868  -0.0827
48 C 2.8586 2.9449 -1.5431  -0.0881
49 C 0.6369 3.5545 1.1358  -0.3468
50 C 0.3587 3.2391 2.4652  -0.1086
51 C 0.3300 4.2213 3.4422  -0.0767
52 C 0.6146 5.5380 3.1076  -0.0976
53 C 0.9323 5.8594 1.7957  -0.0917
54 C 0.9411 4.8757 0.8188  -0.1019
55 H -3.4682 6.5151 -3.3610  0.0229
56 H -3.6743 4.8310 -2.8597  0.0159
57 H -2.0479 5.4800 -3.1517  0.0277
58 H -1.6778 5.2270 0.6349  0.0663
59 H -1.1383 4.7181 -0.9522  0.0411
60 H -3.2624 3.3421 -1.1893  0.0830
61 H -3.6800 3.7850 0.4603  0.1119
62 H -2.7194 1.5957 0.4685  0.0820
63 H -1.6401 2.6753 1.3041  0.0899
64 H -3.8871 -0.9090 -1.2478  0.0957
65 H -5.9106 -0.3976 -2.5586  0.0971
66 H -5.8565 1.3932 -4.2698  0.0921
67 H -3.7740 2.6922 -4.6151  0.0963
68 H -1.7965 2.2368 -3.2188  0.0932
69 H 1.4202 -0.4516 -0.5766  -0.0055
70 H 3.2833 -1.1870 -1.9648  0.0625
71 H 3.0760 -1.1474 -4.4318  0.1013
72 H 0.9389 -0.4489 -5.4737  0.0943
73 H -0.9684 0.1811 -4.0827  0.0926
74 H -0.3130 3.6909 -2.4132  0.0635
75 H 0.8801 4.7837 -4.2940  0.0950
76 H 3.3489 4.6894 -4.4009  0.0924
77 H 4.6106 3.4908 -2.6399  0.0998
78 H 3.4112 2.3909 -0.7926  0.1048
79 H 0.1785 2.2065 2.7362  0.0718
80 H 0.1073 3.9529 4.4668  0.1001
81 H 0.6050 6.3077 3.8689  0.0940
82 H 1.1683 6.8816 1.5279  0.0993
83 H 1.1847 5.1419 -0.2027  0.1024
84 C -0.0087 -5.5362 2.4071  -0.0562
85 N 0.5648 -4.7384 3.4675  -0.1577
86 C 1.9141 -4.9736 3.9690  -0.1523
87 C 2.1058 -3.7734 4.8902  -0.1697
88 N 0.7191 -3.5182 5.2889  0.0106
89 C -0.1235 -3.9573 4.3028  -0.8535
90 S -1.7505 -3.5537 4.1956  0.5841
91 H 0.7222 -5.6254 1.6042  0.0446
92 H -0.9099 -5.0480 2.0447  0.0467
93 H -0.2594 -6.5374 2.7733  0.0920
94 H 2.6383 -5.0265 3.1590  0.0134
95 H 1.9375 -5.9230 4.5199  0.1297
96 H 2.5389 -2.9327 4.3387  0.0713
97 H 2.7322 -4.0022 5.7502  0.1100
98 H 0.4544 -2.6501 5.7276  0.1064
99 O -1.2376 -3.4673 -0.2519  -0.0677
100 C -1.5135 -3.2148 -1.4457  -0.5946
101 O -1.8654 -2.1033 -1.9106  -0.0762
102 C -1.3965 -4.3438 -2.4493  -0.1182
103 C -1.4669 -5.6636 -2.0221  -0.0203
104 C -1.3603 -6.7024 -2.9349  -0.0918
105 C -1.1552 -6.4231 -4.2789  -0.1128
106 C -1.0649 -5.1049 -4.7048  -0.0956
107 C -1.1946 -4.0677 -3.7946  -0.0226
108 H -1.5797 -5.8570 -0.9641  0.1113
109 H -1.4123 -7.7288 -2.5954  0.0934
110 H -1.0495 -7.2321 -4.9915  0.0888
111 H -0.8838 -4.8851 -5.7501  0.0917
112 H -1.1332 -3.0339 -4.1064  0.1061
113 Se 5.5672 -3.8062 3.1902  -0.1638
114 Sb 4.6182 -4.1605 0.9822  -0.2577
115 Se 3.5609 -6.2898 0.5679  -0.2127
116 Se 5.7101 -3.0424 -0.8559  -0.2267
117 Se 2.4007 -2.5267 1.2814  0.2442

Cartesian forces (eV/Å) of the 2 atoms listed first:
Na 0.4072 0.5030 0.4641
C -0.0416 0.0549 -0.0681

Properties
ΔE to the lowest compared entry with this formula, charge and spin   0.00 kJ/mol
Gap between HOMO and LUMO   0.200 Eh
F_max   0.80 eV Å⁻¹
HOMO energy   -2.28 eV
LUMO energy   3.2 eV
Net charge   -2
E_tot   -396851.4367 eV



(2)
This record from OMol25 describes a 7-piece molecular cluster, C47H51Cl2F6N3O3P3S overall. The level of theory is ωB97M-V/def2-TZVPD.

Each line ends with the Löwdin charge.
Atoms and positions in Å:
1 C 2.0325 2.6732 2.1259  -0.1399
2 C 1.3580 1.8167 3.2457  -0.3708
3 P 0.7461 0.1898 2.5355  1.0352
4 C 2.3502 -0.6766 2.1029  -0.4218
5 C 2.3457 -2.1913 2.4763  -0.1740
6 C -0.1160 0.7231 0.9699  -0.3042
7 C -0.9681 1.7867 0.8117  -0.1831
8 C -1.4205 2.7394 1.9008  -0.1109
9 C -2.1969 1.8994 2.9902  -0.2607
10 C -3.6966 2.2254 2.9911  -0.5490
11 Cl -3.9640 3.8430 3.7380  0.6072
12 N -1.3822 1.8837 -0.5137  0.0397
13 C -2.2470 2.8959 -1.1019  -0.1340
14 O -1.7606 4.1962 -0.7935  -0.0741
15 N -0.4083 4.3264 -1.2177  0.0301
16 O -0.0725 5.4209 -1.0277  0.1037
17 C -0.8153 0.8548 -1.1508  -0.4054
18 P -0.9196 0.3684 -2.9598  0.5914
19 O 0.0102 1.4602 -3.7305  -0.3305
20 Cl -2.8665 0.6418 -3.5950  0.2950
21 N -0.0625 0.1413 -0.3183  -0.1952
22 P 0.8297 -1.2991 -0.8072  0.3798
23 S 2.5374 -0.9444 -1.6135  0.2359
24 H 2.9907 3.1057 2.4491  0.0797
25 H 1.3952 3.5141 1.8128  0.0595
26 H 2.2583 2.1052 1.2110  0.0618
27 H 0.5686 2.3418 3.7912  0.0557
28 H 2.1520 1.5676 3.9652  0.0810
29 H 3.1440 -0.1964 2.6955  0.0844
30 H 2.5989 -0.4688 1.0533  -0.0063
31 H 2.5117 -2.7682 1.5515  0.0565
32 H 1.4251 -2.5344 2.9632  0.0649
33 H 3.1936 -2.3822 3.1339  0.0620
34 H -0.5879 3.2600 2.3786  0.0935
35 H -2.1180 3.4992 1.5264  0.0976
36 H -2.1171 0.8277 2.7394  0.0945
37 H -1.7449 1.9975 3.9861  0.1030
38 H -4.0660 2.2321 1.9547  0.0709
39 H -4.2743 1.4682 3.5319  0.0824
40 H -2.3586 2.7671 -2.1843  0.0817
41 H -3.2542 2.8559 -0.6652  0.1533
42 H 0.7796 0.9883 -4.0900  0.0604
43 H 0.0183 -1.9485 -1.7624  -0.0268
44 H 0.8559 -2.1308 0.3343  0.0014
45 F 3.5663 -4.3999 3.6345  0.0298
46 C 3.7487 -5.5178 2.8967  -0.2798
47 C 4.9876 -6.1257 2.8902  -0.0130
48 C 5.1696 -7.2769 2.1367  -0.0727
49 C 4.1165 -7.7965 1.3951  -0.0969
50 C 2.8784 -7.1689 1.4098  -0.0885
51 C 2.6893 -6.0237 2.1696  -0.0203
52 H 5.7974 -5.7010 3.4693  0.1193
53 H 6.1335 -7.7685 2.1283  0.1085
54 H 4.2617 -8.6925 0.8050  0.1063
55 H 2.0590 -7.5719 0.8288  0.1105
56 H 1.7285 -5.5254 2.2012  0.1145
57 F -1.3727 3.5840 8.0181  0.0524
58 C -2.6909 3.8242 8.1725  -0.2854
59 C -3.5555 3.5109 7.1432  -0.0496
60 C -4.9123 3.7527 7.3014  -0.0935
61 C -5.3843 4.3132 8.4809  -0.0918
62 C -4.4998 4.6268 9.5049  -0.0773
63 C -3.1432 4.3766 9.3540  -0.0153
64 H -3.1670 3.0830 6.2304  0.0633
65 H -5.6012 3.5046 6.5041  0.0940
66 H -6.4425 4.5055 8.6017  0.1029
67 H -4.8668 5.0673 10.4225  0.1075
68 H -2.4398 4.6063 10.1436  0.1190
69 F 0.2780 10.4137 1.9633  0.0631
70 C 1.1758 9.7621 1.2036  -0.2879
71 C 0.7733 8.6506 0.4892  -0.0175
72 C 1.6994 7.9812 -0.2984  -0.0916
73 C 3.0147 8.4249 -0.3534  -0.0947
74 C 3.4034 9.5415 0.3748  -0.0801
75 C 2.4780 10.2196 1.1555  -0.0139
76 H -0.2547 8.3166 0.5517  0.1141
77 H 1.3973 7.1171 -0.8673  0.0663
78 H 3.7369 7.8992 -0.9652  0.1006
79 H 4.4287 9.8852 0.3352  0.1067
80 H 2.7599 11.0966 1.7233  0.1197
81 F 2.0094 -5.1419 -1.2317  0.0291
82 C 2.2187 -6.2788 -1.9354  -0.2976
83 C 3.4701 -6.8605 -1.9139  -0.0324
84 C 3.6823 -8.0290 -2.6316  -0.0736
85 C 2.6465 -8.5919 -3.3663  -0.0820
86 C 1.3959 -7.9897 -3.3799  -0.0706
87 C 1.1766 -6.8268 -2.6553  -0.0142
88 H 4.2657 -6.4020 -1.3413  0.1192
89 H 4.6564 -8.5003 -2.6180  0.1089
90 H 2.8154 -9.5012 -3.9285  0.1059
91 H 0.5900 -8.4250 -3.9546  0.0843
92 H 0.2051 -6.3479 -2.6471  0.1148
93 F -1.7726 -9.8271 -3.0326  0.0607
94 C -2.5057 -8.8587 -3.6103  -0.2945
95 C -2.1747 -8.4305 -4.8809  -0.0297
96 C -2.9326 -7.4349 -5.4803  -0.0801
97 C -4.0045 -6.8739 -4.7983  -0.0986
98 C -4.3216 -7.3124 -3.5187  -0.0843
99 C -3.5716 -8.3153 -2.9202  -0.0173
100 H -1.3314 -8.8749 -5.3940  0.1140
101 H -2.6870 -7.0969 -6.4785  0.1066
102 H -4.5933 -6.0948 -5.2654  0.1003
103 H -5.1548 -6.8730 -2.9858  0.1043
104 H -3.8087 -8.6762 -1.9279  0.1184
105 F 0.9256 2.1618 -6.3863  0.0423
106 C 0.1711 3.1670 -6.8884  -0.2789
107 C 0.5115 3.7139 -8.1086  -0.0124
108 C -0.2633 4.7413 -8.6276  -0.0719
109 C -1.3589 5.2135 -7.9171  -0.0885
110 C -1.6842 4.6549 -6.6890  -0.0802
111 C -0.9178 3.6198 -6.1707  -0.0277
112 H 1.3737 3.3377 -8.6437  0.1206
113 H -0.0117 5.1739 -9.5866  0.1098
114 H -1.9592 6.0177 -8.3222  0.1053
115 H -2.5358 5.0256 -6.1332  0.1044
116 H -1.1594 3.1655 -5.2196  0.0815

Cartesian forces (eV/Å) of the 2 atoms listed first:
C 0.0279 0.4926 0.0619
C 0.7789 0.0029 -1.3695

Properties
Gap between HOMO and LUMO   0.262 Eh
F_max   2.67 eV Å⁻¹
HOMO energy   -10.69 eV
LUMO energy   -3.6 eV
Net charge   +1
E_tot   -140221.8612 eV



Q: What is the net charge in the second record?
A: +1